Entry from the Open Molecules 2025 dataset: a 15-piece molecular cluster, C54H93N9O18S6 overall at a distorted geometry (ωB97M-V with the def2-TZVPD basis set).

Structure (XYZ):
```
180
Properties=species:S:1:pos:R:3:forces:R:3
N -0.38807 4.71661 2.06945 -1.8441 -1.1889 0.3548
C -0.62525 4.72691 3.42787 2.0023 1.5604 -0.7153
C -1.43921 3.71496 3.77029 -0.8633 -1.6224 1.4352
C -1.74428 3.04535 2.57382 -1.3620 -0.8653 -1.8634
C -1.17342 3.72679 1.50674 0.9114 -0.1440 0.8097
H -0.04010 5.45526 1.50010 0.5039 0.6168 -0.0654
H -0.01228 5.41646 3.97531 -0.2685 0.1710 0.5466
H -1.77081 3.33880 4.77622 0.5895 0.8304 -1.1544
H -2.40167 2.16379 2.44716 0.5250 0.6924 0.2139
H -1.09329 3.54985 0.43278 -0.2884 -0.1116 0.4759
N -5.02466 -1.84949 -2.06449 0.8484 0.8973 -0.3605
C -4.50755 -1.10477 -3.08582 0.0445 -0.9136 -0.4072
C -5.32409 -0.03639 -3.31539 0.6557 0.1537 0.7596
C -6.28478 -0.06353 -2.23025 -1.4279 2.5509 -1.3417
C -6.04203 -1.16688 -1.49774 -1.0251 -1.1313 0.8203
H -4.54431 -2.62500 -1.68758 0.2806 -0.9661 0.6222
H -3.60516 -1.45496 -3.56582 -0.1405 0.0834 -0.1249
H -5.05521 0.67261 -4.09353 -0.6572 0.1654 0.3343
H -7.13378 0.68294 -2.09158 1.3770 -1.2800 -0.0879
H -6.60141 -1.62139 -0.68856 0.0846 0.2580 -0.0314
N 2.64766 1.85381 5.76482 0.6191 0.6738 0.1589
C 1.30657 1.86416 5.86709 -1.5421 0.9646 -0.9079
C 0.91196 0.87904 6.74766 1.4629 -0.9294 -0.2964
C 2.12146 0.22551 7.17092 1.9309 2.7016 -0.8547
C 3.21673 0.96667 6.59879 -2.3208 -1.9987 0.7022
H 3.15765 2.50301 5.21061 0.2979 0.4697 -0.2899
H 0.77380 2.64667 5.26622 0.2683 -1.1885 0.7142
H -0.05040 0.45640 6.93847 -0.4921 0.3855 0.1420
H 2.31639 -0.42315 7.97999 -0.3344 -0.9387 0.5301
H 4.27852 0.89846 6.71147 0.2229 -0.1288 0.0311
N 4.19896 -2.63468 4.00382 -0.5854 0.1478 1.0646
C 5.35733 -3.17102 3.51843 0.0438 0.1890 0.3382
C 5.27531 -3.17967 2.14473 1.6712 -1.5377 -0.2518
C 4.01567 -2.69439 1.80707 -0.9192 0.2160 0.8310
C 3.36878 -2.37805 2.97204 -0.8871 0.4637 -0.2856
H 3.91905 -2.43450 4.97195 0.6166 -0.3761 -0.7785
H 6.04958 -3.58503 4.21788 0.5664 0.0286 -0.0076
H 6.02122 -3.69012 1.48716 -0.7844 0.8037 0.6443
H 3.47726 -2.67867 0.91258 -0.1559 0.1258 -1.3893
H 2.34024 -2.05099 3.11107 0.4803 -0.0038 0.0337
N 1.80970 2.65070 -1.61437 0.8241 0.1047 0.8769
C 1.45376 2.44081 -2.86802 -0.9722 2.6918 -2.2478
C 1.18068 3.67968 -3.46828 0.3135 -1.1163 1.8140
C 1.45109 4.62456 -2.44079 -0.4077 1.2213 -1.4289
C 1.87565 3.99000 -1.32927 -0.4794 -0.8121 0.1913
H 2.01643 1.91345 -0.99705 0.4837 -0.8475 1.0989
H 1.44189 1.56033 -3.41382 -0.0274 -1.9328 -0.1772
H 0.70589 3.80366 -4.41332 0.1612 0.2597 -0.5449
H 1.35358 5.68575 -2.54564 -0.0369 0.3593 0.0772
H 2.08308 4.36065 -0.35280 0.1690 0.0544 0.4493
N 1.91118 -2.32300 -5.36065 -0.9504 -0.4580 0.3468
C 1.80032 -1.17640 -4.64294 -0.2041 1.2590 -0.4194
C 3.02777 -0.53110 -4.66299 -0.3361 -1.3971 0.0443
C 3.91220 -1.41884 -5.31242 -0.6553 -0.6702 -0.3925
C 3.19141 -2.50948 -5.74526 0.0933 -0.0119 -0.4568
H 1.14641 -2.97433 -5.53198 0.3271 0.3131 0.0969
H 0.82822 -0.84054 -4.30988 0.1689 -0.0936 0.1528
H 3.34616 0.38036 -4.23232 -0.1308 0.7156 0.4367
H 4.94144 -1.30942 -5.46428 1.2389 0.3394 -0.1650
H 3.39803 -3.34980 -6.39375 0.3981 0.0833 0.2896
N -2.76225 0.41542 6.48696 0.7049 0.1120 -1.2492
C -2.65038 -0.65427 7.34069 -1.1765 0.9730 1.0814
C -2.03682 -1.66577 6.68537 0.6451 -0.4716 -0.3126
C -1.67929 -1.23206 5.32731 -1.9582 0.8466 4.9850
C -2.12733 0.05379 5.31514 -0.4750 0.3526 -2.9826
H -3.04572 1.37503 6.67921 0.0475 -0.7673 0.0933
H -3.14285 -0.56656 8.32841 0.7396 -0.3362 -0.7241
H -1.82828 -2.59190 7.19411 0.0825 -0.2609 -0.3048
H -1.20091 -1.87498 4.69941 1.1257 -0.9986 -2.1511
H -2.23156 0.55074 4.32269 0.1657 0.5212 1.3910
N 6.95873 1.07798 -2.69053 1.5755 -0.8024 -0.3178
C 5.73477 1.50331 -2.33473 -0.5355 1.7778 -0.5874
C 5.00789 0.41508 -1.90289 -1.9870 1.2706 0.2814
C 5.80234 -0.70607 -2.00391 2.4325 0.0937 -0.6828
C 7.02286 -0.27053 -2.51314 0.2716 -0.6542 0.2963
H 7.77189 1.65557 -2.92657 -0.9181 -0.4152 0.0228
H 5.55775 2.54309 -2.66172 -0.6894 -0.6985 0.8697
H 3.96029 0.41689 -1.58356 0.5426 0.1512 -0.1172
H 5.65305 -1.70938 -1.71018 -0.5179 -0.7372 0.1759
H 7.93331 -0.81041 -2.74638 -0.2079 0.0429 0.1600
N -2.79539 -4.75913 -1.79423 -0.9651 -0.6905 1.0171
C -3.41469 -5.96474 -1.81389 -0.0825 -0.2607 -0.3547
C -3.92024 -6.21288 -0.56525 -0.2453 1.0032 0.0674
C -3.61543 -5.07742 0.24339 -0.3560 0.1744 0.1327
C -2.95544 -4.18729 -0.57248 0.9539 -0.0908 0.7496
H -2.35532 -4.33006 -2.54393 0.9773 0.6671 -1.6299
H -3.51197 -6.51147 -2.73582 0.0520 -0.0855 0.0074
H -4.63944 -6.95455 -0.32478 -0.0922 -0.7781 0.2293
H -3.90399 -4.90058 1.28324 0.1752 -0.1519 -0.5259
H -2.32062 -3.35105 -0.33015 -0.2848 0.3365 0.1519
O -7.03338 -1.95090 2.80095 1.2499 -0.6905 -0.3700
S -5.77978 -2.65335 3.04445 -1.3001 0.6613 0.3358
O -5.73136 -4.07919 2.96559 0.3648 0.3346 -0.2669
O -4.63398 -2.07147 2.06673 -0.6864 -0.7670 0.3622
C -4.75258 -0.66450 1.79493 -0.2911 0.4804 0.3658
C -3.65638 -0.14322 0.91938 1.5822 -0.6964 0.7053
C -5.39540 -2.14284 4.71488 1.7629 0.6013 -0.1725
H -4.79374 -0.19013 2.77770 0.4482 0.4219 -0.0979
H -5.68810 -0.41597 1.33861 -0.7845 -0.3524 -0.3048
H -3.64325 0.91957 1.08099 -0.1873 0.6745 -0.4561
H -3.68458 -0.40365 -0.15253 -0.3514 0.0558 0.5950
H -2.67773 -0.45594 1.34294 -0.3448 -0.0798 -0.3887
H -6.25019 -2.53028 5.26974 0.3437 -0.0903 0.1696
H -5.43182 -1.03609 4.71983 -0.0761 -0.5843 0.0627
H -4.35518 -2.44417 5.08249 -1.6350 0.0564 -0.5120
O 2.76862 3.72284 2.48255 0.3721 0.0774 0.2657
S 4.15544 3.39416 2.64124 -0.0809 -0.8106 -1.8784
O 4.91337 3.83421 3.75595 0.3842 0.6361 0.8147
O 4.17235 1.80847 2.65797 -1.5796 0.3402 -0.1154
C 5.30759 1.02384 2.91631 2.5194 0.1036 -0.3838
C 5.88972 0.49130 1.60419 -0.1165 -0.8151 0.2114
C 5.04618 3.77194 1.10278 0.4389 -1.5289 0.8304
H 5.09947 0.15738 3.51488 -1.0441 -0.3345 0.2815
H 6.01352 1.58523 3.55739 -0.0922 0.0766 -0.5624
H 6.67378 -0.24297 1.77277 0.1322 -0.0498 0.4315
H 6.30085 1.16739 0.87859 0.0301 0.7576 -0.0890
H 5.11815 -0.07739 1.09224 -0.2672 0.0743 -0.0479
H 5.34381 4.80956 1.08627 -0.2468 0.2714 -0.0586
H 4.45855 3.41741 0.24274 0.0983 0.3686 0.3745
H 5.95922 3.13232 1.18270 -0.6287 0.6832 -0.1531
O 0.89013 -1.38707 1.33675 -0.3872 -2.8744 -0.3557
S 1.07039 -0.03255 1.04737 1.4905 3.0585 0.0319
O 2.29287 0.45934 0.44494 0.0314 -0.9002 -0.3720
O -0.08316 0.56292 0.20134 -1.0225 1.5070 1.7931
C -0.44402 0.10078 -1.04781 0.8186 -1.4591 -2.2895
C -1.37088 1.03965 -1.76430 -1.5089 -0.4522 0.2951
C 0.87391 0.85120 2.51629 0.1057 0.1466 0.5104
H -0.92174 -0.89084 -0.90179 0.3526 0.4101 -0.4779
H 0.48376 0.00886 -1.64564 -0.3314 -0.4292 0.1416
H -1.10140 2.08820 -1.83384 0.3473 0.0144 0.3108
H -2.34112 0.90223 -1.27329 -0.0441 0.6580 -0.0579
H -1.57118 0.69585 -2.78186 0.3716 -0.1710 -0.0039
H 1.54106 1.71425 2.44476 -0.6490 0.1842 0.1970
H 1.24404 0.18249 3.28402 0.2218 -0.0911 0.2297
H -0.17876 1.02731 2.72646 0.1600 0.3914 -0.1138
O 1.80052 -4.76539 -3.16167 -0.5367 -0.3545 -0.9369
S 1.30873 -3.77926 -2.25708 2.5038 0.2127 1.0222
O 0.32369 -2.80591 -2.59501 -0.6473 -0.4485 0.2169
O 0.83004 -4.57839 -0.95332 -0.1968 0.9048 0.0995
C 1.56445 -5.77528 -0.58461 -0.5409 -1.5332 -1.0409
C 1.02659 -6.38716 0.70893 -0.4928 -1.4247 -1.7310
C 2.83210 -2.91816 -1.72396 -1.3999 1.2991 1.8367
H 2.61247 -5.55802 -0.49573 0.5507 0.2764 -0.0006
H 1.42697 -6.50380 -1.43971 0.2515 0.7718 0.9830
H -0.06492 -6.54052 0.55705 0.6529 0.0375 0.4552
H 1.23077 -5.79178 1.55201 0.0905 0.8430 1.0505
H 1.52158 -7.39776 0.86237 -0.5890 1.1804 -0.2820
H 3.43502 -3.66862 -1.21153 0.1187 0.0520 -0.2578
H 2.54212 -2.11470 -0.92448 0.4269 -1.3593 -1.5692
H 3.36461 -2.43552 -2.55979 -0.4955 -0.4094 0.0994
O -0.59714 8.28617 -1.89627 -0.3119 -0.2433 1.0176
S -1.09338 7.45416 -0.82124 1.3180 -0.0972 -0.9015
O -0.14757 6.65871 -0.04721 -1.1642 1.3058 -0.6476
O -1.96202 8.28698 0.19074 -0.1749 0.2713 0.1628
C -3.00007 9.27809 -0.25272 0.6887 -0.2144 -0.4954
C -4.26707 8.93276 0.57620 -1.2449 0.3074 -2.0646
C -2.29168 6.37989 -1.49934 0.3580 -0.4372 -0.1837
H -2.99757 9.30692 -1.38939 -0.4284 -0.2524 1.4265
H -2.56400 10.24136 0.08679 -0.5028 -0.5311 -0.2693
H -3.90695 9.04244 1.57241 -0.3121 -0.1520 0.9926
H -4.74009 7.91494 0.39667 1.0863 1.0725 0.1686
H -5.13636 9.65945 0.36897 1.5660 -0.7651 0.3576
H -3.20502 6.93626 -1.69599 0.0711 -0.1263 -0.2920
H -2.42756 5.67727 -0.70477 -0.5247 -0.6385 0.4231
H -1.85377 5.84726 -2.36130 -0.3033 0.4921 0.2706
O -0.86942 -3.66820 -6.77892 -1.7364 -0.5998 0.4544
S -2.17597 -4.13767 -6.29243 3.4128 -1.0074 0.8938
O -2.29216 -4.38883 -4.87830 -0.2047 0.0706 -0.5639
O -3.26994 -3.17908 -6.72857 -0.8524 1.3666 -0.7262
C -2.89949 -1.88015 -7.33777 -1.8332 -1.3139 -0.9046
C -2.39454 -0.96232 -6.35320 1.1052 1.0771 1.9773
C -2.67617 -5.57421 -7.18551 2.2856 0.3404 -2.1222
H -3.88865 -1.61376 -7.75466 0.6180 0.2956 0.2502
H -2.22070 -2.02008 -8.13828 0.6632 -0.5641 -0.8139
H -3.07672 -0.95316 -5.52395 -0.3946 0.3958 0.4362
H -2.33047 0.01079 -6.78816 -0.1853 0.8731 -0.2777
H -1.38884 -1.12901 -5.92078 -0.4368 -0.5151 -0.5677
H -3.72324 -5.63605 -7.08519 -1.1588 -0.5024 0.2424
H -2.08071 -6.45149 -6.85985 -0.6235 0.5801 -0.0113
H -2.40673 -5.34959 -8.29385 -0.5297 -0.4146 1.8720
```
Positions in Å, forces in eV/Å.

Values from the calculation:
Maximum force   0.1054 hartree/bohr
Total charge   0
HOMO-LUMO gap   8.163 eV

Here are the Mulliken charges for atoms 1 to 6, given in e:
1 N 0.56
2 C -0.78
3 C -0.86
4 C 0.28
5 C -0.75
6 H 0.28